# 1
Formula: C8H12N2O2
Source: OMol25
Level of theory: ωB97M-V with the def2-TZVPD basis set

DFT total energy: -571.8514 a.u.
SMILES: N[C@]12CC[C@@H]3C[C@H]1[C@@H]3[C@H]2[N+](=O)[O-]
Energy relative to the best compared isomer or geometry (same formula, charge and spin): 139.3 kcal/mol
Molecular weight: 168.2 g/mol

```
! wB97M-V def2-TZVPD RIJCOSX def2/J DEFGRID3
* xyz 0 1
N 0.253 -2.417 0.120
C 0.143 -1.053 -0.021
C 0.290 -0.478 -1.438
C 0.023 1.068 -1.424
C 0.595 1.574 -0.077
C 1.892 0.889 0.379
C 1.024 -0.185 0.987
C -0.051 0.800 1.177
C -1.132 -0.233 0.771
N -2.431 -0.007 0.114
O -2.780 1.099 -0.240
O -3.163 -0.951 0.117
H 0.101 -2.762 1.059
H -0.402 -2.952 -0.332
H -0.466 -0.843 -2.172
H 1.334 -0.667 -1.710
H 0.523 1.583 -2.259
H -1.015 1.256 -1.425
H 0.548 2.696 -0.002
H 2.488 0.401 -0.371
H 2.336 1.413 1.186
H 1.312 -0.759 1.853
H -0.085 1.426 2.101
H -1.337 -0.898 1.610
*
```


# 2
Formula: C3H7NO
Source: OMol25
Level of theory: ωB97M-V with the def2-TZVPD basis set

DFT total energy: -248.2310 a.u.
Energy relative to the best compared isomer or geometry (same formula, charge and spin): 185.4 kcal/mol
Molecular weight: 73.1 g/mol

```
! wB97M-V def2-TZVPD RIJCOSX def2/J DEFGRID3
* xyz 0 1
C -0.618 -0.160 1.140
C -0.942 -1.564 0.879
C 0.748 0.939 -1.466
N 1.165 1.594 -0.228
O 0.497 2.585 -0.030
H -1.257 0.376 0.367
H -0.272 -2.334 1.245
H -1.283 -1.958 -0.103
H -2.011 -1.477 1.562
H 1.309 1.387 -2.235
H -0.274 1.150 -1.690
H 0.967 -0.207 -1.492
*
```


# 3
Formula: C4H6O3Tb
Source: OMol25
Level of theory: ωB97M-V with the def2-TZVPD basis set

DFT total energy: -1205.8112 a.u.
<S²>: 12.900
Molecular weight: 261.0 g/mol

```
! wB97M-V def2-TZVPD RIJCOSX def2/J DEFGRID3
* xyz 1 7
H 5.019 -1.296 0.368
O 4.898 -0.360 0.216
C 0.703 1.163 0.366
O -0.076 1.063 -0.746
O 1.112 2.291 0.681
Tb 3.136 0.752 0.036
C -1.055 0.061 -1.050
C -1.541 -0.786 0.082
C -2.656 -0.539 0.769
H -0.595 -0.571 -1.823
H -1.883 0.618 -1.506
H -0.907 -1.636 0.355
H -2.933 -1.146 1.633
H -3.222 0.384 0.620
*
```


# 4
Formula: C22H29Cl2F3N3O2
Source: OMol25
Level of theory: ωB97M-V with the def2-TZVPD basis set

DFT total energy: -2390.1306 a.u.
Molecular weight: 495.4 g/mol

```
! wB97M-V def2-TZVPD RIJCOSX def2/J DEFGRID3
* xyz 1 1
C 2.436 2.750 0.910
C 1.347 3.790 0.590
C 0.146 3.248 -0.198
C -1.172 2.995 0.596
C -1.312 1.498 0.743
C -0.889 0.719 1.806
C -0.401 1.270 3.152
F -0.534 2.595 3.289
F -1.108 0.695 4.149
F 0.901 0.977 3.334
C -0.902 -0.702 1.700
C -0.421 -1.680 2.744
C 0.335 -2.884 2.155
C -0.562 -4.058 1.765
Cl -0.794 -5.179 3.135
N -1.352 -1.274 0.609
N -1.792 -0.521 -0.384
C -2.170 -1.356 -1.545
C -1.801 0.805 -0.404
C -2.244 1.519 -1.649
C -3.680 2.068 -1.544
C -4.779 1.015 -1.543
Cl -3.912 3.196 -2.905
H 3.284 2.853 0.230
H 2.809 2.848 1.933
H 2.061 1.724 0.798
H 0.998 4.275 1.507
H 1.795 4.585 -0.013
H 0.367 2.272 -0.642
H -0.101 3.931 -1.018
H -2.001 3.376 -0.007
H -1.230 3.520 1.544
H -1.303 -2.038 3.290
H 0.220 -1.165 3.457
H 1.038 -3.230 2.919
H 0.936 -2.573 1.294
H -1.559 -3.723 1.475
H -0.138 -4.638 0.944
H -1.307 -1.437 -2.211
H -2.424 -2.335 -1.148
H -3.011 -0.920 -2.073
H -2.133 0.882 -2.526
H -1.565 2.359 -1.812
H -3.771 2.670 -0.633
H -5.738 1.476 -1.297
H -4.872 0.535 -2.522
H -4.583 0.246 -0.786
C 4.774 -3.092 -1.211
C 4.311 -3.039 -2.519
C 3.268 -2.191 -2.855
C 2.710 -1.412 -1.857
C 3.157 -1.442 -0.546
C 4.199 -2.296 -0.227
N 1.605 -0.511 -2.207
O 1.223 -0.480 -3.355
O 1.112 0.164 -1.311
H 5.591 -3.753 -0.957
H 4.763 -3.657 -3.282
H 2.895 -2.132 -3.866
H 2.707 -0.803 0.199
H 4.569 -2.335 0.788
*
```


# 5
Formula: C3H9NO2
Source: OMol25
Level of theory: ωB97M-V with the def2-TZVPD basis set

DFT total energy: -324.8017 a.u.
SMILES: COCN(C)O
Energy relative to the best compared isomer or geometry (same formula, charge and spin): 107.3 kcal/mol
Molecular weight: 91.1 g/mol

```
! wB97M-V def2-TZVPD RIJCOSX def2/J DEFGRID3
* xyz 0 1
C -2.068 -0.290 0.227
O -1.073 -0.790 -0.638
C 0.358 -0.998 0.038
N 0.985 0.031 -0.703
C 0.748 1.378 -0.209
O 2.362 -0.427 0.091
H -2.041 -0.760 1.218
H -1.995 0.798 0.348
H -3.047 -0.509 -0.212
H 0.239 -0.860 1.115
H 0.604 -2.001 -0.304
H 1.590 2.008 -0.505
H -0.152 1.776 -0.686
H 0.630 1.438 0.877
H 2.863 -0.793 -0.657
*
```


# 6
Formula: C37H61NO27
Source: OMol25
Level of theory: ωB97M-V with the def2-TZVPD basis set

DFT total energy: -3532.5898 a.u.
SMILES: C[C@H]1COC(=O)O1.C[C@H]1COC(=O)O1.C[C@H]1COC(=O)O1.C[C@H]1COC(=O)O1.C[C@H]1COC(=O)O1.C[C@H]1COC(=O)O1.COC(=O)OC.COC(=O)OC.COC(=O)OC.CCCC#N
Energy relative to the best compared isomer or geometry (same formula, charge and spin): 0.0 kcal/mol
Molecular weight: 951.9 g/mol

```
! wB97M-V def2-TZVPD RIJCOSX def2/J DEFGRID3
* xyz 0 1
C -7.335 25.406 5.859
C -5.837 25.520 5.987
C -5.158 26.657 5.169
O -4.862 27.602 6.166
C -4.994 27.022 7.367
O -4.689 27.551 8.422
O -5.526 25.820 7.321
H -7.630 24.619 6.578
H -7.573 25.240 4.786
H -7.838 26.310 6.190
H -5.335 24.586 5.712
H -5.699 27.061 4.357
H -4.180 26.391 4.747
C 0.205 21.841 6.529
C -1.164 22.525 6.266
C -2.305 22.314 7.353
O -3.086 23.489 7.228
C -2.248 24.424 6.598
O -2.517 25.615 6.570
O -1.180 23.866 6.078
H 0.971 22.165 5.827
H 0.124 20.739 6.510
H 0.606 22.047 7.519
H -1.466 22.172 5.304
H -1.857 22.449 8.320
H -2.842 21.313 7.325
C 0.093 27.991 1.024
C 0.699 27.286 -0.207
C 2.229 27.560 -0.545
O 2.741 26.246 -0.657
C 1.963 25.357 -0.212
O 2.262 24.186 -0.054
O 0.761 25.916 0.172
H 0.002 28.968 0.708
H 0.637 27.887 1.900
H -0.901 27.572 1.097
H 0.145 27.565 -1.066
H 2.783 28.253 0.134
H 2.438 27.928 -1.596
C 2.166 21.798 3.592
C 2.712 21.369 2.222
C 4.171 21.060 2.192
O 4.264 19.690 1.912
C 3.072 19.230 1.715
O 2.816 18.065 1.399
O 2.174 20.130 1.957
H 2.447 22.828 3.789
H 2.699 21.230 4.359
H 1.105 21.776 3.708
H 2.499 22.064 1.478
H 4.713 21.339 3.109
H 4.649 21.634 1.433
C -3.455 23.660 3.230
C -4.346 22.986 2.246
C -4.700 21.483 2.558
O -5.825 21.630 3.346
C -6.408 22.788 3.128
O -7.598 23.065 3.473
O -5.694 23.517 2.362
H -2.511 23.117 3.300
H -3.846 23.697 4.208
H -3.083 24.624 2.969
H -4.004 23.111 1.213
H -3.841 20.941 2.946
H -5.072 20.884 1.711
C 5.673 28.227 3.994
C 4.421 27.312 4.067
C 3.274 27.778 3.134
O 2.809 26.530 2.696
C 3.639 25.587 2.927
O 3.463 24.429 2.563
O 4.641 26.001 3.587
H 6.370 27.941 4.810
H 5.317 29.267 4.128
H 6.244 28.164 3.102
H 4.103 27.233 5.127
H 3.572 28.403 2.264
H 2.480 28.388 3.686
C -0.033 25.063 3.125
O 0.144 26.252 3.885
C -0.943 27.003 4.143
O -2.168 26.718 3.481
O -0.711 27.956 4.985
C -1.848 28.707 5.423
H -0.821 25.119 2.391
H -0.324 24.280 3.785
H 0.895 24.846 2.678
H -2.242 28.284 6.373
H -2.675 28.722 4.687
H -1.457 29.662 5.672
C -1.506 23.931 -0.413
O -1.957 22.659 0.026
C -1.345 22.035 0.971
O -0.280 22.501 1.701
O -1.960 21.028 1.330
C -1.314 20.212 2.320
H -0.424 23.961 -0.445
H -1.871 24.626 0.327
H -2.029 24.185 -1.336
H -1.204 20.767 3.281
H -0.297 19.899 2.085
H -1.887 19.341 2.539
C -4.886 27.116 1.462
O -5.876 26.296 1.983
C -7.093 26.169 1.421
O -7.279 26.606 0.123
O -8.010 25.472 2.011
C -9.291 25.392 1.470
H -5.023 27.411 0.471
H -3.928 26.626 1.607
H -4.773 28.005 2.041
H -9.256 24.963 0.486
H -9.690 26.406 1.451
H -9.912 24.753 2.135
C 2.430 25.078 6.298
C 1.613 26.273 6.784
C 2.114 26.827 8.141
C 3.547 27.299 8.048
N 4.642 27.680 7.972
H 2.124 24.189 6.868
H 3.485 25.265 6.431
H 2.318 24.822 5.199
H 0.562 26.025 6.921
H 1.758 27.037 5.980
H 2.116 26.103 8.983
H 1.618 27.683 8.548
*
```